[1]
The following is a quantum chemistry calculation of the molecule C5H9NS in a non-equilibrium geometry, from OMol25.

Computed properties:
**HOMO level**: -8.1 eV
**Total energy**: -17655.59723 eV
**HOMO-LUMO gap**: 9.03 eV
**Relative energy (zero: lowest compared OMol25 entry of this formula, charge and spin)**: 0.596 eV
**F_max**: 2.436 eV/Å
**Structure (SMILES)**: C=C1SCC[C@H]1N

```
16
Properties=species:S:1:pos:R:3:mulliken_charge:R:1
C 1.75782 -1.43080 0.89493 -0.756
C 0.88457 -0.42687 0.61882 0.164
S 0.85322 1.11387 1.48981 -0.175
C -0.62165 1.74219 0.57557 -0.633
C -1.33834 0.45389 0.11884 -0.846
C -0.28351 -0.49544 -0.39886 0.239
N 0.23958 -0.09192 -1.66019 -0.641
H 1.58243 -2.34539 0.31567 0.246
H 2.57343 -1.35362 1.64822 0.257
H -1.22354 2.27927 1.25212 0.425
H -0.31267 2.31812 -0.31381 0.318
H -2.05863 0.69392 -0.68687 0.342
H -1.86017 -0.07807 0.97179 0.293
H -0.74746 -1.57009 -0.52117 0.267
H -0.48390 -0.14438 -2.37337 0.231
H 1.03883 -0.66469 -1.93152 0.267
```

***

[2]
The following is a quantum chemistry calculation of a structure of composition C10H14BCoFN6 in a non-equilibrium geometry, from OMol25.

Computed properties:
**HOMO level (alpha / beta)**: -16.4 / -16.4 eV
**Total energy**: -60538.36721 eV
**HOMO-LUMO gap (alpha / beta)**: 7.12 / 5.78 eV
**F_max**: 6.965 eV/Å
**Net charge**: +2
**Spin multiplicity**: 4

```
33
Properties=species:S:1:pos:R:3:lowdin_spin:R:1
C 2.71362 -0.27173 1.31925 0.010
N 1.47036 -0.33199 0.75976 0.003
N 1.59357 0.05891 -0.56351 0.000
C 2.90436 0.16759 -0.85019 0.013
C 3.64442 -0.00127 0.31856 0.001
B 0.37045 0.22265 -1.52126 0.000
N -0.55211 -0.97231 -1.08037 0.000
N -0.66543 -1.53162 0.20282 0.029
C -1.59588 -2.52258 0.11953 0.015
C -1.90660 -2.74347 -1.22396 0.007
C -1.20052 -1.77792 -1.94356 0.027
Co 0.21165 -1.24142 1.76065 1.781
N -0.31253 1.68628 -1.44552 0.060
N -0.92779 1.96523 -0.25517 0.276
C -1.30412 3.23094 -0.23236 0.000
C -1.03443 3.82280 -1.49043 0.374
C -0.41096 2.80376 -2.24501 0.268
H -1.75008 3.68832 0.65334 -0.004
H -0.06812 2.85946 -3.27543 0.008
H -1.26699 4.82524 -1.75902 0.015
H 0.73023 0.08942 -2.65837 0.000
H -1.05171 -1.64569 -3.01410 0.001
H 3.21611 0.29735 -1.87138 0.000
H -2.54470 -3.51162 -1.61280 0.000
H 4.69927 0.04336 0.46436 0.000
H -2.01335 -2.92368 1.02964 0.001
H 2.79179 -0.36065 2.38181 0.001
H -1.27045 -0.26435 2.24674 0.023
C -1.32526 -1.14064 2.96001 0.052
H -2.27715 -1.65922 2.85199 0.002
H -0.45524 -1.94919 2.85038 -0.001
H -1.25514 -0.71501 3.95681 0.002
F 0.84274 -0.19694 3.16679 0.038
```

***

[3]
The following is a quantum chemistry calculation of a cluster of 2 separate species, C3H5NS3 in total in a non-equilibrium geometry, from OMol25.

Computed properties:
**HOMO level (alpha / beta)**: -7.4 / -7.4 eV
**Total energy**: -37184.67145 eV
**HOMO-LUMO gap (alpha / beta)**: 7.19 / 7.19 eV
**Relative energy (zero: lowest compared OMol25 entry of this formula, charge and spin)**: 2.788 eV
**F_max**: 4.335 eV/Å

```
12
Properties=species:S:1:pos:R:3:mulliken_charge:R:1
C -0.20545 1.16640 -2.06330 0.516
C -0.03098 -0.31987 -0.14695 0.025
C 1.13360 -1.49265 1.98350 -0.794
N -1.33789 1.65489 -1.60985 -0.203
S 0.80823 1.13603 -3.21793 -0.300
S -1.39522 -0.27062 0.70569 -0.448
S 1.44933 -1.04164 0.20230 0.055
H 2.10049 -1.39629 2.52834 0.294
H 0.68004 -2.34995 2.23025 0.356
H 0.33210 -0.76475 2.22232 0.197
H -1.80679 1.24790 -0.79960 0.093
H -1.72746 2.43054 -2.03477 0.209
```

***

[4]
The following is a quantum chemistry calculation of a cluster of 14 separate species, C4H35NO13 in total in a non-equilibrium geometry, from OMol25.

Computed properties:
**HOMO level**: -10.3 eV
**Total energy**: -32823.11072 eV
**HOMO-LUMO gap**: 10.41 eV
**Relative energy (zero: lowest compared OMol25 entry of this formula, charge and spin)**: 3.063 eV
**F_max**: 2.699 eV/Å

```
53
Properties=species:S:1:pos:R:3:mulliken_charge:R:1
C -0.87653 2.09562 1.23927 -0.714
C -1.40976 1.64153 -0.10220 -0.846
C -0.34372 0.99571 -1.01464 0.708
C -0.10903 -1.06748 -2.09103 -0.415
N -0.92281 -0.21996 -1.64166 -0.420
H -1.04761 1.51353 2.13855 0.217
H 0.22655 2.11863 1.20987 0.214
H -1.03901 3.16455 1.48760 0.301
H -1.95642 2.41727 -0.65137 0.407
H -2.24492 0.92564 0.04210 0.195
H 0.52301 0.81936 -0.37557 0.333
H 0.02211 1.58878 -1.83710 -0.471
H 0.96261 -1.25978 -1.91574 0.212
H -0.45642 -2.01504 -2.52173 0.271
H 1.45665 -3.43951 -0.85009 0.404
H 1.82574 -2.78244 0.42856 0.304
O 2.22558 -3.03157 -0.42150 -0.729
H 3.45655 1.80120 -1.68795 0.338
H 3.26239 0.82769 -0.50179 0.585
O 3.92786 1.43907 -0.92458 -0.795
H -0.18649 3.61581 -0.82181 0.245
H 1.20623 3.95417 -0.22762 0.307
O 0.75801 3.50471 -0.96257 -0.583
H 0.19381 1.33774 4.37444 0.292
H -0.66674 0.03236 4.34786 0.318
O 0.23706 0.37722 4.34954 -0.645
H -0.04467 -4.31379 -0.19696 0.283
H -1.32048 -4.15273 -1.01827 0.356
O -0.34062 -4.19217 -1.10660 -0.693
H -4.48862 -0.81766 0.23569 0.294
H -3.59014 -1.81976 1.01013 0.379
O -4.06225 -0.98575 1.07846 -0.633
H 2.33818 -0.52969 0.86801 0.329
H 2.48764 -1.35181 -0.44379 0.370
O 2.30531 -0.44530 -0.09968 -0.639
H -2.19119 -2.28392 -0.32455 0.312
H -3.49201 -2.94315 -0.79065 0.347
O -2.63803 -3.13327 -0.39492 -0.748
H -2.67672 -0.51949 -1.75180 0.539
H -4.14254 -0.98356 -2.28845 0.228
O -3.55419 -0.90950 -1.53409 -0.543
H 1.24693 -0.75909 2.75938 0.322
H 2.20553 -1.96942 3.08838 0.250
O 1.89005 -1.38528 2.39600 -0.640
H 3.43071 2.80593 1.43676 0.275
H 3.16616 2.67781 -0.06615 0.418
O 2.83446 3.13098 0.75731 -0.719
H -2.51242 -0.61142 3.22649 0.323
H -1.85157 0.05147 2.06355 0.160
O -1.70740 -0.66779 2.69479 -0.640
H 1.28500 3.65108 -2.61598 0.418
H 0.97984 2.46871 -3.56581 0.283
O 1.43757 3.30905 -3.52356 -0.661
```